[1]
Entry from OMol25: a structure of composition C41H35ClNP2V (ωB97M-V/def2-TZVPD).

- multiplicity = 2
- lowest unoccupied orbital energy (spin up / spin down) (eV) = -4.11 / -3.66
- net charge = +1
- frontier orbital gap (spin up / spin down) (eV) = 5.70 / 6.15

Each line ends with the Mulliken charge.
CARTESIAN COORDINATES (ANGSTROEM)
C 1.877710 0.534885 0.894587  -0.80
C 0.826470 1.492667 0.857995  -0.33
C -0.242122 1.017455 1.667787  0.24
H 0.917244 2.489805 0.438958  0.59
C 0.099493 -0.283378 2.154889  -1.14
C 1.453076 -0.541453 1.756501  -0.15
H 2.094603 -1.326770 2.135058  0.84
H 2.853268 0.638905 0.436984  0.43
H -1.146396 1.579155 1.911633  0.50
H -0.511823 -0.921973 2.795851  0.45
V 0.235083 -0.466730 0.028130  0.78
Cl -1.993450 -0.998654 -0.141938  -0.41
P -2.939764 2.140444 -1.112168  0.85
C -4.203204 2.712647 0.084215  -0.20
C -4.626465 4.046018 0.204026  0.02
H -4.194390 4.820556 -0.429847  0.34
C -5.613522 4.387386 1.134412  -0.60
H -5.945560 5.426352 1.213497  0.40
C -6.176271 3.404754 1.959257  -0.50
H -6.947322 3.674613 2.687355  0.37
C -5.745644 2.074129 1.852817  -0.54
H -6.186342 1.302906 2.491781  0.40
C -4.752906 1.729968 0.933980  -0.30
H -4.395476 0.701191 0.862724  0.36
C -2.314383 3.738784 -1.744396  -0.15
C -1.288959 4.353662 -0.993775  -0.21
H -0.922457 3.871301 -0.086423  0.38
C -0.758415 5.576436 -1.404832  -0.69
H 0.031776 6.051549 -0.814687  0.39
C -1.234514 6.195689 -2.570178  -0.50
H -0.816725 7.155212 -2.890353  0.37
C -2.242553 5.580363 -3.324023  -0.64
H -2.618889 6.059130 -4.232128  0.40
C -2.774060 4.351110 -2.919462  -0.11
H -3.553043 3.879013 -3.518138  0.34
C -4.000882 1.592741 -2.501735  -0.01
C -5.381315 1.831991 -2.585077  -0.05
H -5.897372 2.367004 -1.787625  0.31
C -6.104250 1.390226 -3.698819  -0.62
H -7.177725 1.590082 -3.761182  0.40
C -5.458904 0.695703 -4.730017  -0.48
H -6.026761 0.348323 -5.598721  0.37
C -4.082603 0.441147 -4.643420  -0.56
H -3.573012 -0.097982 -5.447714  0.38
C -3.359413 0.871713 -3.530676  -0.37
H -2.294154 0.654346 -3.447214  0.28
N 1.047551 -1.781744 -0.749792  -0.56
P 2.137154 -2.958625 -0.440084  1.08
C 3.745541 -2.186771 -0.124536  0.79
C 4.382903 -2.269080 1.127269  0.03
C 5.554457 -1.550544 1.363783  -0.86
C 6.092115 -0.745138 0.355934  -0.48
C 5.444841 -0.625937 -0.881533  -0.76
C 4.265174 -1.331948 -1.116492  -0.60
C 1.614394 -3.861621 1.022352  0.18
C 2.477597 -4.820520 1.588350  -0.10
C 2.082855 -5.547672 2.707620  -0.81
C 0.818383 -5.328917 3.262034  -0.59
C -0.061838 -4.399943 2.685844  -0.63
C 0.318125 -3.694071 1.543793  -0.77
C 2.351907 -4.123024 -1.777910  0.73
C 2.761472 -3.666202 -3.044976  -0.46
C 3.011928 -4.582296 -4.068062  -0.82
C 2.818102 -5.955638 -3.842673  -0.41
C 2.353121 -6.410611 -2.600220  -0.75
C 2.096670 -5.494957 -1.582823  -0.28
H 3.956470 -2.885489 1.919155  0.38
H 6.040178 -1.626169 2.338518  0.43
H 7.016391 -0.196875 0.531783  0.41
H 5.852050 0.013243 -1.670933  0.40
H 3.726349 -1.202995 -2.059420  0.22
H 3.455792 -5.001439 1.139729  0.61
H 2.759276 -6.282875 3.139548  0.43
H 0.496106 -5.886508 4.141198  0.42
H -1.059361 -4.226266 3.116372  0.45
H -0.399386 -3.025240 1.044041  0.63
H 2.887560 -2.598920 -3.229138  0.33
H 3.380841 -4.231085 -5.041387  0.39
H 3.034300 -6.672813 -4.639097  0.38
H 2.209814 -7.480121 -2.421134  0.41
H 1.711021 -5.850754 -0.628401  0.35

Force components x, y, z for each atom (eV/Å):
C 0.2791 0.1705 1.5835
C 0.3363 0.1991 1.1418
C 0.3050 0.1056 0.1791
H -0.2698 -0.3812 -0.3504
C 1.0558 0.8346 0.8613
C 0.3236 0.9362 0.5977
H -0.3164 -0.1231 -0.3982
H -0.1513 -0.1253 -0.0246
H 0.1245 -0.4831 -0.4876
H 0.2150 0.2676 -0.4177
V -3.1786 -2.4737 -3.5150
Cl 1.0776 0.0804 0.2482
P -0.1056 0.3691 -0.1212
C -0.1443 0.0197 0.4990
C -0.1954 -0.2922 0.1717
H -0.1144 -0.2194 0.1320
C -0.0089 -0.2263 0.1240
H 0.1176 -0.3742 -0.0059
C 0.1616 -0.0544 -0.1999
H 0.2918 -0.1085 -0.2956
C -0.0090 0.1514 -0.0069
H 0.1716 0.3021 -0.2090
C -0.0677 0.5215 -0.0817
H -0.1364 0.2078 0.0009
C 0.3189 0.3224 -0.1077
C -0.3456 0.1760 -0.6340
H -0.1068 0.1180 -0.1596
C -0.0472 0.0513 -0.0634
H -0.2993 -0.1412 -0.2405
C -0.1309 -0.2151 0.0348
H -0.1678 -0.3806 0.1318
C 0.2276 0.0278 0.1951
H 0.1600 -0.1581 0.3152
C 0.2525 0.2473 0.2501
H 0.1836 0.1009 0.1883
C -0.0629 -0.4258 -0.3228
C 0.1877 -0.1177 -0.2948
H 0.1604 -0.1171 -0.1971
C 0.1917 -0.1355 -0.0952
H 0.3870 -0.0900 0.0227
C 0.1301 0.1209 0.2096
H 0.2249 0.1477 0.3421
C -0.1203 0.0490 0.0157
H -0.2140 0.1682 0.3029
C -0.5530 0.2130 0.1151
H -0.2052 0.0458 -0.0510
N 0.2755 0.7157 0.6010
P 0.0078 0.1240 0.2405
C 0.1337 0.4982 0.3249
C -0.0687 0.0491 -0.3610
C -0.0051 0.0357 -0.2194
C -0.1408 -0.0491 -0.0855
C -0.1028 -0.1633 0.0715
C 0.0288 -0.1138 0.2270
C -0.2118 -0.6269 0.2375
C -0.1758 0.1880 0.0034
C -0.2097 0.1225 -0.0748
C -0.2208 0.3070 -0.1213
C 0.0522 -0.1505 0.0193
C 0.1683 0.1098 -0.1080
C -0.3925 -0.4823 -0.6532
C 0.0961 -0.3107 0.0460
C -0.0346 -0.1542 0.0806
C 0.0159 0.1965 0.2492
C 0.1483 0.2031 -0.3850
C 0.1961 0.2279 0.0102
H 0.1895 0.1994 -0.2143
H -0.1060 0.0594 -0.3425
H -0.2225 -0.1191 -0.0120
H -0.1187 -0.2171 0.3786
H 0.3159 0.0068 0.3558
H -0.2138 0.0360 0.1596
H -0.1834 0.1564 -0.0783
H 0.1552 0.1235 -0.2113
H 0.5509 -0.2171 -0.2478
H 0.4065 -0.3159 0.3269
H -0.0097 -0.3757 -0.0248
H -0.2817 -0.1736 0.4983
H -0.0878 0.2745 0.2881
H -0.0326 0.4383 -0.1070
H 0.1456 0.0863 -0.2552



[2]
Entry from OMol25: a structure of composition C23H30AsAuN3O3PSTe (ωB97M-V/def2-TZVPD).

- lowest unoccupied orbital energy (eV) = -0.13
- energy above the lowest of the compared OMol25 structures with the same formula, charge and spin (kcal per mole) = 7.02
- net charge = 0
- frontier orbital gap (eV) = 7.27

Each line ends with the natural charge from an NBO analysis.
CARTESIAN COORDINATES (ANGSTROEM)
Au -0.769307 1.080328 1.773724  0.48
N 2.248554 -1.178610 3.841311  -0.52
C 1.342633 -1.330855 4.881788  0.09
C 1.486863 -1.792532 6.185075  -0.24
C 0.343433 -1.801789 6.959196  -0.20
C -0.895085 -1.371263 6.452421  -0.22
C -1.025724 -0.921943 5.154851  -0.20
C 0.121481 -0.903316 4.366696  0.15
N 0.288422 -0.517190 3.039062  -0.54
C 1.562336 -0.685183 2.782011  0.40
C 2.148651 -0.325839 1.488896  0.04
C 3.406671 -0.525491 1.019062  -0.43
S 3.525825 0.145770 -0.546490  0.47
C 1.891096 0.642897 -0.470273  -0.09
N 1.300118 0.329360 0.640469  -0.47
H 3.235657 -1.363175 3.867043  0.42
H 2.438049 -2.124719 6.577304  0.22
H 0.403590 -2.147732 7.981970  0.22
H -1.761958 -1.393617 7.097913  0.22
H -1.971842 -0.581875 4.755983  0.23
H 4.235569 -1.027144 1.488105  0.24
H 1.388429 1.191178 -1.258204  0.29
C -1.861046 -3.233209 -2.190058  -0.96
As -1.070301 -1.901288 -0.991845  0.89
C -1.077307 -3.020861 0.616144  -0.97
C -2.700790 -0.814716 -0.684311  -0.73
C -3.827010 -1.511013 0.004769  -0.04
C -4.815809 -2.186384 -0.706649  -0.17
C -5.836526 -2.859650 -0.048606  -0.23
C -5.889357 -2.867089 1.337521  -0.23
C -4.914274 -2.189676 2.059089  -0.20
C -3.896915 -1.520600 1.397931  -0.23
H -2.729891 -3.712855 -1.737858  0.22
H -1.108478 -3.988536 -2.416296  0.22
H -2.157578 -2.750761 -3.121517  0.22
H -2.039444 -3.511447 0.761036  0.23
H -0.841471 -2.415217 1.490496  0.23
H -0.299476 -3.775407 0.490191  0.22
H -2.980561 -0.458623 -1.677791  0.24
H -2.385499 0.064587 -0.118997  0.25
H -4.787713 -2.178478 -1.790040  0.20
H -6.595605 -3.374853 -0.623399  0.21
H -6.685970 -3.388954 1.851048  0.21
H -4.950646 -2.180975 3.141357  0.21
H -3.140454 -0.986375 1.964456  0.21
C -2.704088 6.264523 -1.045975  -0.63
C -1.284785 6.095614 -0.558403  -0.06
O -0.685076 4.952920 -1.185463  -0.84
P -0.423421 3.544095 -0.488965  2.10
O -0.432206 2.456273 -1.485972  -1.13
Te -1.968715 3.299173 1.396814  -0.49
O 1.053065 3.640301 0.125200  -0.85
C 1.432446 4.464861 1.233299  -0.07
C 2.217325 3.621251 2.209710  -0.63
H -3.180824 7.098620 -0.528159  0.21
H -3.287423 5.363546 -0.855707  0.22
H -2.716995 6.466347 -2.116338  0.22
H -1.244491 6.003302 0.529116  0.18
H -0.664984 6.947131 -0.842440  0.19
H 0.547480 4.880320 1.719569  0.19
H 2.029316 5.287998 0.835650  0.18
H 1.605478 2.780031 2.540465  0.22
H 2.491272 4.211722 3.085514  0.21
H 3.128387 3.235489 1.750501  0.21

Force components x, y, z for each atom (eV/Å):
Au -0.0057 -0.0101 0.4968
N -0.0666 -0.0628 0.0709
C 0.2631 -0.0917 0.0092
C -0.0937 0.0401 -0.0197
C -0.0371 0.0133 -0.0084
C 0.0604 -0.0243 0.0150
C 0.0220 0.0374 0.0126
C -0.2400 0.0056 -0.2290
N 0.0330 0.1999 0.1597
C 0.1613 0.0090 -0.3094
C -0.3242 -0.0418 0.2778
C 0.0177 -0.0118 -0.0202
S 0.0973 -0.0070 -0.1074
C -0.1630 -0.0018 0.1193
N 0.2184 0.0640 -0.2422
H -0.0190 -0.0027 0.0125
H 0.0197 -0.0029 -0.0031
H -0.0161 -0.0043 0.0147
H -0.0143 -0.0065 0.0142
H -0.0138 0.0027 -0.0121
H 0.0399 -0.0044 0.0067
H -0.0208 0.0065 -0.0400
C -0.0541 -0.0538 0.0045
As 0.1230 0.0830 -0.0735
C 0.0086 -0.0219 -0.0144
C -0.0161 0.0884 -0.0034
C 0.0438 0.0227 -0.0173
C -0.0098 -0.0427 -0.0063
C 0.0153 0.0104 0.0012
C 0.0251 0.0177 -0.0108
C -0.0199 -0.0156 -0.0214
C 0.0008 0.0094 0.0324
H 0.0061 -0.0063 -0.0100
H -0.0220 -0.0137 -0.0095
H 0.0136 -0.0134 -0.0087
H 0.0012 0.0002 0.0190
H 0.0011 0.0016 0.0263
H -0.0027 -0.0084 0.0350
H -0.0496 -0.0134 0.0165
H 0.0228 0.0033 -0.0168
H -0.0074 0.0075 -0.0065
H -0.0098 -0.0057 0.0003
H -0.0087 -0.0048 0.0063
H 0.0019 0.0029 0.0078
H 0.0025 0.0112 -0.0038
C -0.0716 0.0560 0.0091
C 0.1081 0.0298 -0.0834
O -0.0487 0.1725 -0.0060
P -0.2253 -0.3562 0.0072
O 0.1061 0.1382 0.1252
Te -0.0156 -0.1374 -0.2197
O 0.1988 0.0046 0.0360
C 0.0062 -0.0017 -0.1475
C 0.0167 -0.0002 0.0881
H 0.0057 0.0154 -0.0126
H 0.0203 -0.0014 0.0301
H -0.0046 -0.0262 -0.0175
H -0.0365 -0.0593 0.0096
H -0.0222 0.0195 0.0228
H -0.0430 -0.0404 0.0044
H 0.0146 0.0191 0.0332
H -0.0145 0.0023 0.0031
H 0.0256 0.0167 -0.0098
H -0.0043 -0.0162 -0.0373



Q: What is the formula in the first record?
A: C41H35ClNP2V



Q: Which of these has the highest net charge?
A: C41H35ClNP2V



Q: Which of these has the highest net charge?
A: C41H35ClNP2V